No. 1
DFT (wB97M-V/def2-TZVPD) results for 6 unconnected molecules or ions with the total composition CH14O6 at a distorted geometry.

XYZ file:
```
21
Properties=species:S:1:pos:R:3:forces:R:3:lowdin_charge:R:1
C 0.76650 -0.34136 -2.48665 0.97 0.03 1.75 -0.14
O -0.38511 -0.94238 -1.82857 0.25 0.81 -1.99 -0.16
H 0.68270 -0.14317 -3.54845 -0.34 -0.73 -0.36 0.07
H 1.60569 -1.08338 -2.25566 -0.70 1.55 -0.61 0.10
H 0.93175 0.70921 -2.09121 0.18 -1.33 0.11 0.09
H -1.07071 -0.84717 -2.51877 -0.23 -0.25 1.19 0.08
H -0.92315 1.24466 0.38236 -0.27 -0.39 0.00 0.02
H -1.35072 2.61372 0.17300 -0.16 0.96 0.09 0.04
O -1.68133 1.73494 0.02690 0.51 -0.41 -0.07 -0.04
H 0.67278 -0.05835 1.77692 0.45 -0.74 -0.36 -0.01
H 1.59970 1.10781 2.11640 1.36 0.18 0.02 0.02
O 0.70117 0.85625 2.04642 -1.82 0.60 0.26 -0.04
H 0.29855 -1.20328 5.88276 0.55 -0.77 -0.39 0.05
H 0.64950 -1.20584 4.42094 0.32 -0.86 0.74 0.04
O 0.78534 -1.75859 5.23112 -0.87 1.67 -0.38 -0.09
H -2.13390 1.08999 -3.43278 -0.88 0.37 1.42 0.06
H -2.27655 1.57773 -1.93266 0.65 0.27 0.77 -0.02
O -2.71869 1.10517 -2.62804 0.25 -0.77 -2.24 -0.07
H 2.05335 -1.64656 0.28528 1.19 -0.19 -0.46 0.03
H 0.61473 -1.29498 -0.21648 0.94 -0.62 1.51 0.05
O 1.17838 -1.51440 0.59718 -2.37 0.61 -1.01 -0.06
```
Positions in Å, forces in eV/Å.

Summary:
- SMILES string = CO.O.O.O.O.O
- HOMO-LUMO gap (eV) = 11.35
- energy relative to the best compared isomer or geometry (same formula, charge and spin) (kcal/mol) = 27.1
- energy (eV) = -13548.4850

=====

No. 2
DFT (wB97M-V/def2-TZVPD) results for a molecular structure, C37H53AsN3O4P2SZr.

XYZ file:
```
102
Properties=species:S:1:pos:R:3:forces:R:3:lowdin_charge:R:1
Zr 0.51701 0.11604 0.27540 -0.12 -0.18 0.29 1.53
N 0.19390 -2.20548 -0.08288 -0.12 -0.06 -0.18 -0.03
C 0.37341 -2.63113 -1.47384 0.11 -0.28 -0.02 -0.32
C 1.08511 -3.78116 -1.77153 -0.01 -0.02 -0.02 -0.03
C 1.19022 -4.19069 -3.09881 -0.02 0.01 0.01 -0.04
C 0.56729 -3.46526 -4.10747 0.01 -0.02 0.00 -0.04
C -0.14840 -2.31451 -3.79854 -0.03 0.00 -0.01 -0.06
C -0.23440 -1.88343 -2.47836 -0.04 0.08 -0.01 -0.32
P -1.07780 -0.42292 -1.83297 -0.08 -0.12 -0.04 1.06
C -2.66539 -1.03611 -1.22194 -0.01 -0.08 -0.01 -0.36
C -3.45981 -1.78913 -2.09145 0.03 -0.05 0.00 -0.06
C -4.67150 -2.29693 -1.65581 -0.01 -0.01 -0.02 -0.03
C -5.09665 -2.06596 -0.35183 -0.01 0.00 0.04 -0.03
C -4.31452 -1.31831 0.51689 -0.05 -0.03 -0.02 -0.05
C -3.10139 -0.79937 0.08394 -0.06 -0.02 -0.09 -0.11
C -1.39245 0.79207 -3.10722 0.04 0.00 -0.01 -0.36
C -0.43219 1.08699 -4.07923 -0.04 0.04 0.04 -0.10
C -0.65600 2.12075 -4.97088 0.02 0.03 -0.05 -0.05
C -1.82348 2.87435 -4.88152 0.00 0.03 -0.04 -0.03
C -2.77305 2.58816 -3.91173 -0.09 0.05 0.04 -0.03
C -2.56438 1.54139 -3.02373 -0.03 0.06 -0.03 -0.07
H -0.75603 -2.44674 0.20882 -0.06 -0.08 -0.01 0.09
H 0.80449 -2.76752 0.50314 0.03 -0.02 0.07 0.08
H 1.52263 -4.38543 -0.98156 -0.02 0.03 -0.03 0.13
H 1.73453 -5.09582 -3.33940 -0.02 0.04 0.01 0.13
H 0.62775 -3.80351 -5.13410 0.00 0.01 0.03 0.13
H -0.63975 -1.75449 -4.58598 0.01 0.00 0.03 0.12
H -3.13782 -1.97389 -3.11052 -0.01 0.00 0.02 0.12
H -5.29000 -2.86954 -2.33456 0.01 0.01 0.01 0.13
H -6.04886 -2.45908 -0.01822 0.04 0.01 -0.01 0.13
H -4.66435 -1.11564 1.52161 0.02 0.00 -0.03 0.12
H -2.54535 -0.15419 0.74691 0.09 0.09 0.09 0.06
H 0.47282 0.49716 -4.15358 0.04 -0.03 -0.01 0.08
H 0.07009 2.33889 -5.74525 -0.04 -0.01 0.04 0.12
H -1.99691 3.68102 -5.58335 0.01 -0.03 0.03 0.13
H -3.68434 3.17240 -3.83675 0.09 -0.06 -0.02 0.13
H -3.31696 1.32122 -2.27545 0.00 0.01 0.00 0.12
C 4.79161 0.95980 -1.32195 0.01 0.01 -0.02 -0.17
As 3.66665 -0.55562 -1.58336 -0.09 -0.05 0.02 1.11
C 3.17648 -0.74732 -3.40899 0.06 0.01 0.00 -0.15
C 4.48419 -2.13824 -0.91986 0.05 0.03 0.01 -0.15
O 2.23344 -0.31136 -0.65403 0.20 0.28 -0.15 -0.67
H 5.78489 0.72600 -1.70598 0.01 0.00 -0.02 0.07
H 4.86601 1.17990 -0.25953 0.02 -0.01 0.04 0.05
H 4.39199 1.81374 -1.86552 -0.02 0.02 0.00 0.06
H 4.06940 -1.02725 -3.96929 0.00 0.00 -0.02 0.07
H 2.79555 0.20031 -3.78394 -0.01 0.02 0.00 0.05
H 2.42446 -1.52985 -3.49368 -0.02 -0.03 0.00 0.03
H 5.44155 -2.27399 -1.42323 0.01 -0.01 0.00 0.07
H 3.83617 -2.98382 -1.13397 -0.03 -0.05 -0.01 0.04
H 4.64733 -2.03839 0.15094 0.02 0.00 0.04 0.05
O -3.52304 5.10689 0.97252 0.01 0.05 0.03 -0.23
S -3.31492 4.22193 -0.11639 -0.09 -0.05 -0.07 0.67
O -4.34223 3.90403 -1.05339 0.02 0.01 0.00 -0.25
N -2.71886 2.76353 0.48833 0.01 -0.01 0.01 0.07
C -1.55346 2.56275 0.03014 -0.39 -0.15 0.25 -0.47
O -0.88878 1.46325 0.39434 0.66 0.12 -0.08 -0.36
C -0.94814 3.56099 -0.87367 0.01 0.17 -0.10 -0.16
C 0.25636 3.56705 -1.55851 0.00 -0.21 0.07 -0.04
C 0.56434 4.67107 -2.34482 0.01 0.00 -0.01 -0.05
C -0.31859 5.74327 -2.44130 0.00 0.01 0.00 -0.02
C -1.54393 5.72580 -1.77890 -0.01 0.07 -0.05 0.01
C -1.83036 4.62077 -1.00969 0.07 0.03 -0.01 -0.20
H 0.93026 2.70573 -1.52580 -0.09 0.18 -0.02 0.09
H 1.49566 4.70181 -2.89515 -0.01 0.01 0.00 0.12
H -0.05302 6.59844 -3.04986 -0.01 -0.03 0.02 0.13
H -2.24477 6.54704 -1.86766 0.04 -0.02 0.00 0.14
N 1.80423 1.95966 1.09267 0.03 -0.08 0.09 0.03
H 2.51952 1.71626 1.77540 0.02 -0.01 -0.02 0.05
H 1.18258 2.62286 1.54970 -0.05 0.08 0.09 0.08
H 2.27765 2.49414 0.37014 0.02 0.06 -0.12 0.06
C 1.98606 -0.12067 5.33151 -0.03 -0.03 0.07 -0.07
C 1.89571 -0.06097 3.80320 0.05 0.07 -0.05 -0.54
C 3.15706 -0.63230 3.14366 0.04 -0.04 0.09 -0.11
P 0.40565 -0.77730 2.98276 -0.15 0.19 -0.01 1.03
C 0.40411 -2.61785 3.15225 0.00 0.02 0.09 -0.53
C 0.91741 -3.19590 4.47586 0.01 -0.01 0.00 -0.08
C -0.99276 -3.17074 2.84025 -0.06 -0.09 -0.01 -0.10
C -1.11292 -0.07683 3.76795 0.01 -0.01 0.06 -0.52
C -1.02157 1.45208 3.81397 0.02 0.01 0.08 -0.09
C -1.47191 -0.62803 5.15196 0.04 0.02 0.05 -0.07
H 2.94411 0.30556 5.63394 0.00 0.00 0.01 0.10
H 1.93907 -1.13440 5.72465 0.01 0.08 -0.04 0.07
H 1.20792 0.47318 5.80820 0.03 -0.04 -0.03 0.07
H 1.81427 1.00563 3.55829 0.00 -0.05 -0.03 0.08
H 3.34902 -1.65115 3.48535 -0.01 0.03 -0.02 0.08
H 4.02980 -0.03621 3.41836 -0.02 -0.02 0.00 0.10
H 3.09260 -0.66484 2.04972 -0.01 0.04 -0.06 0.03
H 1.10675 -2.95237 2.38217 0.06 -0.05 -0.02 0.08
H 0.36099 -2.82402 5.33432 -0.02 0.01 -0.02 0.08
H 1.97561 -2.99752 4.63413 -0.02 -0.01 0.00 0.07
H 0.79099 -4.27951 4.44714 0.00 0.01 0.01 0.10
H -1.62337 -3.12752 3.72596 0.01 -0.04 -0.02 0.08
H -0.92395 -4.21954 2.54797 0.00 0.01 0.01 0.10
H -1.53583 -2.63315 2.06066 -0.01 0.07 -0.09 0.05
H -1.91292 -0.35711 3.07450 -0.03 0.03 -0.03 0.09
H -0.27829 1.78059 4.54371 -0.02 0.00 -0.03 0.08
H -1.98268 1.86003 4.12835 0.02 -0.01 -0.01 0.11
H -0.79671 1.89732 2.84515 0.02 0.01 -0.06 0.04
H -0.70859 -0.40392 5.89658 -0.05 -0.01 -0.04 0.08
H -1.64821 -1.69915 5.15349 0.01 -0.02 0.01 0.06
H -2.39508 -0.14872 5.48006 0.00 0.00 0.00 0.10
```
Positions in Å, forces in eV/Å.

Summary:
- total charge = +3
- HOMO-LUMO gap (eV) = 7.70
- energy relative to the best compared isomer or geometry (same formula, charge and spin) (kcal/mol) = 40.9
- energy (eV) = -143402.0762